[1]
{
  "formula": "C23H40CsGeN6O6PS2",
  "method": "the ωB97M-V functional and the def2-TZVPD basis",
  "species": ["Cs", "N", "N", "C", "N", "N", "N", "O", "O", "H", "H", "H", "H", "H", "C", "C", "O", "P", "S", "S", "O", "C", "C", "H", "H", "H", "H", "H", "H", "H", "H", "H", "H", "O", "C", "O", "C", "C", "C", "C", "C", "C", "C", "C", "C", "N", "H", "H", "H", "H", "H", "H", "C", "C", "C", "C", "Ge", "C", "C", "C", "C", "H", "H", "H", "H", "H", "H", "H", "H", "H", "H", "H", "H", "H", "H", "H", "H", "H", "H", "H"],
  "coordinates": [[2.1957, 1.7959, 0.2845], [0.4303, -2.0697, -0.0337], [0.8688, -2.7688, -1.1676], [1.6451, -2.1433, -2.0905], [1.7362, -2.7560, -3.2771], [2.2642, -1.0355, -1.6915], [3.0000, -0.3448, -2.5920], [3.3369, 0.7737, -2.2224], [3.3392, -0.7934, -3.6891], [0.4718, -2.6984, 0.7569], [-0.5265, -1.7541, -0.1951], [0.2042, -3.4130, -1.5785], [0.9553, -3.3202, -3.5844], [2.2732, -2.2637, -3.9754], [8.9757, 2.8414, 1.0438], [7.9170, 2.6940, 2.1135], [6.8873, 1.8521, 1.6029], [5.5476, 1.6550, 2.5077], [6.0141, 0.7567, 4.1872], [4.5085, 3.3333, 2.5177], [4.7675, 0.6537, 1.4899], [5.2805, -0.6603, 1.2264], [4.2378, -1.6860, 1.6127], [9.7841, 3.4813, 1.4030], [8.5485, 3.2889, 0.1459], [9.3923, 1.8686, 0.7798], [7.4876, 3.6664, 2.3731], [8.3256, 2.2455, 3.0231], [6.2070, -0.8116, 1.7813], [5.5021, -0.7044, 0.1574], [4.0214, -1.6034, 2.6781], [4.6046, -2.6933, 1.4028], [3.3190, -1.5332, 1.0411], [-0.7754, 1.8633, -0.4155], [-1.2381, 0.7491, -0.7373], [-1.9482, 0.0630, 0.1815], [-1.0774, 0.1114, -2.0107], [-0.4152, 0.8140, -3.0525], [-0.2213, 0.2266, -4.2589], [-0.6748, -1.1245, -4.4599], [-0.4447, -1.8398, -5.6334], [-0.8130, -3.1741, -5.7583], [-1.4479, -3.8065, -4.6873], [-1.7075, -3.1192, -3.5156], [-1.3250, -1.7613, -3.3560], [-1.5314, -1.1660, -2.1666], [-0.0781, 1.8232, -2.8533], [0.2887, 0.7424, -5.0636], [0.0594, -1.3379, -6.4531], [-0.6156, -3.7145, -6.6749], [-1.7491, -4.8440, -4.7780], [-2.2218, -3.5943, -2.6875], [-5.4814, -1.5892, 4.3940], [-4.2650, -0.9085, 5.0122], [-3.6452, 0.1599, 4.1112], [-3.0884, -0.3819, 2.7939], [-2.1932, 0.9949, 1.7327], [-3.3926, 2.4935, 1.4030], [-4.5053, 2.0867, 0.4362], [-5.4785, 3.2199, 0.1309], [-6.5758, 2.7995, -0.8397], [-5.9308, -2.3018, 5.0873], [-5.2170, -2.1331, 3.4866], [-6.2444, -0.8528, 4.1293], [-3.5047, -1.6598, 5.2477], [-4.5523, -0.4500, 5.9627], [-2.8504, 0.6687, 4.6667], [-4.4042, 0.9224, 3.9003], [-3.8828, -0.8017, 2.1732], [-2.3779, -1.1914, 2.9858], [-0.8280, 1.3486, 2.3462], [-2.8063, 3.3123, 0.9861], [-3.8185, 2.8317, 2.3527], [-5.0668, 1.2369, 0.8435], [-4.0634, 1.7342, -0.5006], [-4.9195, 4.0631, -0.2857], [-5.9246, 3.5764, 1.0652], [-6.1469, 2.4626, -1.7855], [-7.2601, 3.6218, -1.0548], [-7.1621, 1.9729, -0.4320]],
  "forces_ev_per_a": [[-0.06, -0.07, 0.16], [0.00, 0.01, 0.01], [-0.04, 0.01, -0.03], [0.07, -0.01, 0.07], [-0.04, -0.05, -0.03], [0.03, 0.10, 0.08], [0.05, 0.00, 0.02], [0.10, -0.05, -0.23], [0.00, 0.04, 0.00], [-0.01, 0.01, 0.00], [-0.02, 0.02, -0.01], [-0.02, -0.01, 0.01], [-0.01, -0.01, 0.02], [-0.01, 0.00, -0.01], [-0.01, 0.00, 0.01], [0.01, -0.01, -0.01], [0.01, 0.01, -0.02], [-0.04, -0.01, -0.03], [-0.02, 0.00, -0.01], [-0.07, -0.02, 0.00], [-0.03, 0.02, -0.03], [0.01, 0.01, -0.04], [0.00, 0.02, -0.01], [0.01, 0.00, -0.01], [0.01, 0.00, 0.00], [0.00, 0.00, 0.00], [0.00, 0.00, 0.00], [0.00, 0.00, 0.00], [-0.02, -0.01, 0.03], [0.02, 0.00, 0.00], [0.00, -0.01, 0.00], [0.00, 0.00, 0.00], [0.00, -0.01, 0.01], [-0.07, 0.00, -0.13], [-0.05, 0.13, 0.14], [0.06, -0.02, 0.01], [0.01, -0.01, -0.03], [-0.03, 0.03, 0.07], [0.00, -0.03, -0.04], [0.00, 0.01, 0.01], [0.00, 0.00, -0.02], [0.01, 0.01, -0.02], [0.00, 0.01, 0.02], [0.01, -0.03, -0.02], [0.02, 0.02, 0.03], [0.02, -0.02, -0.01], [0.01, 0.00, -0.01], [0.00, 0.01, 0.00], [0.00, 0.00, 0.00], [0.00, 0.00, 0.00], [0.00, 0.00, 0.01], [0.01, 0.00, 0.00], [0.02, 0.01, 0.01], [-0.01, -0.01, -0.01], [-0.01, -0.02, -0.01], [-0.02, 0.02, 0.05], [0.14, -0.14, 0.02], [0.00, -0.02, -0.10], [-0.01, 0.03, 0.00], [-0.01, -0.01, -0.01], [0.01, 0.01, 0.01], [0.00, 0.00, 0.00], [-0.01, 0.00, 0.00], [0.00, 0.00, 0.00], [0.00, 0.00, 0.00], [0.00, 0.00, 0.00], [0.00, 0.00, 0.00], [0.00, 0.01, 0.00], [0.00, 0.00, -0.01], [0.01, 0.01, -0.01], [-0.06, 0.03, 0.05], [0.00, 0.04, 0.00], [0.04, 0.00, 0.01], [0.01, 0.00, 0.00], [0.00, -0.02, 0.00], [0.00, 0.01, 0.01], [0.00, 0.00, 0.00], [0.00, 0.00, 0.00], [0.00, 0.00, 0.00], [0.00, 0.00, 0.00]],
  "charge": -1,
  "s2": 0.7712,
  "orbital_gap_ev": [5.0093, 6.8096],
  "homo_energy_ev": [-2.99, -4.80],
  "de_lowest_kcal_mol": 1.63,
  "e_tot_ev": -133752.9052,
  "multiplicity": 2
}

[2]
{
  "formula": "C3H7N2O",
  "method": "the ωB97M-V functional and the def2-TZVPD basis",
  "species": ["C", "C", "C", "N", "N", "O", "H", "H", "H", "H", "H", "H", "H"],
  "coordinates": [[-2.6669, -0.5850, -0.0767], [-0.5720, 0.6811, 0.1596], [0.9571, -0.6259, 0.1041], [-1.6921, 0.2089, 0.0451], [2.0503, 0.2755, -0.0765], [0.0453, 1.8176, -0.0047], [-3.4691, -0.5430, 0.6915], [-2.8246, -1.2478, -0.8717], [0.7666, -1.2913, -0.7947], [1.0038, -1.1464, 1.1322], [2.7013, 0.5768, 0.6368], [1.0523, 1.7020, -0.0668], [2.6481, 0.1774, -0.8782]],
  "forces_ev_per_a": [[-0.69, 1.56, 2.25], [6.84, -1.08, -0.68], [-0.11, 0.81, 1.52], [-2.10, -0.38, -0.45], [-0.03, 0.01, -0.31], [-2.74, -0.03, -0.15], [0.79, -0.29, -0.26], [0.08, -0.49, -1.59], [0.06, 0.98, 1.29], [-0.52, 0.76, -1.86], [-0.61, -0.62, 0.91], [-0.49, -0.97, 0.11], [-0.48, -0.25, -0.79]],
  "charge": 1,
  "orbital_gap_ev": 8.9637,
  "homo_energy_ev": -14.22,
  "de_lowest_kcal_mol": 86.00,
  "e_tot_ev": -8242.4096
}

[3]
{
  "formula": "C4H8ClN",
  "method": "the ωB97M-V functional and the def2-TZVPD basis",
  "species": ["C", "C", "N", "C", "C", "Cl", "H", "H", "H", "H", "H", "H", "H", "H"],
  "coordinates": [[0.2212, -1.6548, 0.1928], [-0.6374, -0.3511, 0.3177], [-0.0373, 0.6962, 1.1245], [0.5628, 1.4156, 0.0096], [-0.5622, 0.7447, -0.8766], [-0.2092, 0.1585, -2.5069], [0.4699, -2.0139, 1.1612], [1.0683, -1.4613, -0.4630], [-0.4330, -2.4059, -0.2419], [-1.6453, -0.6271, 0.5785], [0.6941, 0.4127, 1.7675], [1.5567, 1.2074, -0.2102], [0.4261, 2.5328, 0.0046], [-1.4748, 1.3461, -0.8578]],
  "forces_ev_per_a": [[-1.54, 1.50, -1.24], [0.94, 0.01, -1.37], [0.90, 0.60, 1.38], [-3.49, 1.73, -1.01], [0.81, -1.33, 1.37], [-0.04, 0.20, 0.04], [0.55, -0.12, 0.89], [0.21, -0.29, 0.23], [0.19, -0.21, -0.33], [-0.45, 0.08, 0.33], [-0.40, -0.34, 0.27], [1.76, -0.78, -0.62], [0.27, -0.92, 0.35], [0.30, -0.14, -0.28]],
  "smiles": "C[C@H]1NC[C@H]1Cl",
  "orbital_gap_ev": 10.2703,
  "homo_energy_ev": -9.22,
  "de_lowest_kcal_mol": 15.07,
  "e_tot_ev": -18289.1183
}

[4]
{
  "formula": "C3H11N3O",
  "method": "the ωB97M-V functional and the def2-TZVPD basis",
  "species": ["C", "C", "O", "H", "H", "H", "H", "N", "C", "N", "N", "H", "H", "H", "H", "H", "H", "H"],
  "coordinates": [[1.9340, 0.4414, -0.5985], [1.9925, 0.0340, 0.6846], [2.3231, 0.8150, 1.7380], [1.9390, -0.2883, -1.3909], [2.2298, 1.4468, -0.8659], [1.9463, -1.0075, 0.9699], [2.4127, 1.7333, 1.4508], [-1.6681, -1.2203, 0.9729], [-1.3239, 0.1563, 0.6942], [-0.9914, 0.5564, -0.6632], [-1.3977, -0.4571, -1.6241], [-2.4852, -1.4968, 0.4462], [-0.9058, -1.8419, 0.7291], [-0.4231, 0.3930, 1.3062], [-2.1574, 0.7835, 1.0202], [0.1150, 0.5472, -0.7154], [-1.1210, -0.1060, -2.5368], [-2.4187, -0.4890, -1.6172]],
  "forces_ev_per_a": [[1.15, -0.45, 1.01], [1.04, 0.34, -1.05], [-0.38, 0.09, 0.14], [-0.37, -0.14, -0.04], [-0.25, 0.19, 0.01], [-0.33, -0.02, 0.06], [0.01, -0.09, 0.00], [0.11, 0.02, 0.17], [0.41, 0.09, 0.71], [2.55, 0.25, -0.81], [-0.05, -0.34, -0.06], [0.08, -0.17, 0.01], [-0.17, -0.01, -0.14], [-0.72, 0.10, -0.15], [0.03, -0.08, 0.21], [-3.12, -0.10, 0.03], [-0.24, 0.11, 0.12], [0.25, 0.22, -0.21]],
  "smiles": "C=CO.NCNN",
  "orbital_gap_ev": 8.5011,
  "homo_energy_ev": -7.65,
  "de_lowest_kcal_mol": 81.15,
  "e_tot_ev": -9804.4824
}

[5]
{
  "formula": "C8H17O3P2W",
  "method": "the ωB97M-V functional and the def2-TZVPD basis",
  "species": ["C", "C", "C", "C", "C", "W", "P", "H", "H", "H", "H", "H", "H", "H", "H", "C", "O", "P", "O", "C", "O", "C", "H", "H", "H", "H", "H", "H", "H", "H", "H"],
  "coordinates": [[1.4023, -2.1454, -1.1794], [1.4282, -2.6924, -2.5895], [0.1868, -2.5465, -3.2475], [-0.7133, -1.8531, -2.4165], [-0.1092, -1.5348, -1.0761], [1.4337, -0.2182, 0.0273], [2.2124, -1.1564, 1.9768], [1.5648, -2.9430, -0.4367], [2.3266, -3.1371, -3.0190], [-0.0430, -2.8757, -4.2610], [-0.6709, -1.9488, -0.2231], [-1.7382, -1.5774, -2.6636], [3.1835, -0.3814, 2.7266], [3.0651, -2.3206, 1.8565], [1.4283, -1.6320, 3.1003], [-2.4403, 1.2394, -1.5355], [-1.8926, 0.4411, -0.4812], [-0.5317, 0.8672, 0.3537], [-0.6391, 2.4741, -0.0015], [0.0895, 3.4653, 0.7297], [-1.2386, 0.8516, 1.8433], [-0.4672, 0.9988, 3.0552], [-3.3337, 0.7003, -1.8750], [-1.7520, 1.3576, -2.3860], [-2.7563, 2.2244, -1.1697], [0.5332, 4.1543, -0.0007], [-0.6075, 4.0075, 1.3815], [0.9063, 3.0590, 1.3505], [-0.9488, 1.7866, 3.6504], [0.5894, 1.2907, 2.9072], [-0.4678, 0.0450, 3.6030]],
  "forces_ev_per_a": [[-3.12, -0.25, -1.24], [-0.42, 1.13, 1.55], [0.35, 0.71, 0.84], [1.45, 0.61, 1.53], [2.38, -2.76, -1.20], [0.61, -0.89, -4.28], [0.88, -1.30, 2.69], [0.37, 0.27, -0.17], [-0.33, 0.07, 0.06], [0.17, 0.11, 0.33], [-0.16, 0.60, -0.25], [0.27, -0.16, 0.01], [-0.65, -0.20, -0.47], [-0.51, 0.54, -0.09], [0.39, 0.38, -0.67], [-0.54, 0.22, -0.30], [1.78, 0.14, 0.89], [-4.49, 2.43, 1.51], [0.81, -1.02, 0.03], [0.22, 0.33, -0.01], [0.89, -0.14, -0.50], [-0.06, -0.13, 0.04], [0.30, 0.09, 0.09], [-0.07, -0.07, 0.34], [0.22, -0.30, -0.09], [-0.18, -0.13, 0.27], [0.20, -0.15, -0.17], [-0.28, -0.05, -0.21], [0.12, -0.34, -0.15], [-0.43, -0.07, -0.24], [-0.17, 0.34, -0.12]],
  "charge": 1,
  "s2": 2.0874,
  "orbital_gap_ev": [6.1458, 6.5695],
  "homo_energy_ev": [-10.98, -11.29],
  "e_tot_ev": -35104.4593,
  "multiplicity": 3
}

[6]
{
  "formula": "C8H11N",
  "method": "the ωB97M-V functional and the def2-TZVPD basis",
  "species": ["C", "C", "C", "C", "C", "C", "C", "C", "H", "H", "H", "H", "H", "H", "H", "H", "H", "H", "H", "N"],
  "coordinates": [[-2.0149, 0.3853, -0.3841], [-1.3225, 0.5933, 0.9587], [0.0110, 0.2231, 0.5982], [0.7298, 1.3550, -0.2754], [2.0613, 0.6939, -0.3892], [2.1011, -0.6481, -0.1849], [0.9360, -1.0015, 0.6534], [-0.4808, -1.0704, 0.0389], [-1.8723, 1.3244, -1.0148], [-2.8760, -0.0859, -0.2663], [-1.3234, 1.5691, 1.2178], [-1.8808, 0.4285, 2.1726], [-0.0925, 1.2628, -1.0700], [0.6590, 2.1404, 0.3987], [3.0568, 1.3680, -0.7888], [3.1815, -1.2303, 0.0364], [0.9387, -1.8487, 1.3187], [-1.0449, -1.4168, 0.9057], [-1.7136, -1.4601, -1.5132], [-1.3083, -0.7480, -1.0701]],
  "forces_ev_per_a": [[1.75, 1.14, -1.87], [-2.92, 0.81, 4.69], [2.16, -1.17, 1.15], [-2.23, -4.95, 0.18], [3.63, 1.42, -3.24], [3.57, 0.89, 2.72], [-1.52, -1.34, -1.77], [1.90, -1.49, -0.63], [-1.27, -1.17, 0.85], [-5.08, -0.30, 0.40], [-0.17, 4.04, -0.04], [1.45, -1.11, -3.72], [2.35, 1.23, -0.02], [0.10, 2.14, 0.53], [-2.94, -2.16, 1.04], [-3.20, 1.53, -1.22], [0.76, 0.39, 0.79], [-0.37, -0.87, -0.38], [-2.68, -2.99, -1.76], [4.72, 3.97, 2.30]],
  "orbital_gap_ev": 8.9943,
  "homo_energy_ev": -7.97,
  "de_lowest_kcal_mol": 175.21,
  "e_tot_ev": -9955.5261
}

[7]
{
  "formula": "C8H15NSi",
  "method": "the ωB97M-V functional and the def2-TZVPD basis",
  "species": ["C", "Si", "C", "C", "C", "C", "N", "H", "H", "H", "H", "H", "H", "H", "H", "H", "H", "H", "C", "C", "C", "H", "H", "H", "H"],
  "coordinates": [[-1.1412, 0.7224, 1.0481], [0.7216, 0.9090, 0.6334], [1.6783, 0.7311, 2.2366], [0.9453, 2.7718, 0.0446], [1.3327, -0.2398, -0.7977], [1.3013, -1.4796, -0.5861], [1.5695, -2.6582, -0.4307], [-1.4117, 1.2496, 1.9094], [-1.7931, 1.0708, 0.1814], [-1.5336, -0.2687, 1.3760], [1.8949, -0.2343, 2.5474], [2.6859, 0.9968, 2.1596], [1.2739, 1.2301, 2.9935], [0.0263, 3.0166, -0.5091], [1.2772, 3.3123, 0.9408], [1.8452, 2.8528, -0.6069], [1.8689, 0.2167, -1.5442], [0.9827, -3.3907, -0.7928], [-1.0461, -0.5001, -2.0576], [-1.3676, -1.6341, -2.1613], [-2.0432, -2.9400, -2.0069], [-0.6979, 0.4532, -2.2040], [-1.3020, -3.6312, -2.1933], [-2.2955, -2.9248, -0.9765], [-2.7374, -2.9719, -2.7094]],
  "forces_ev_per_a": [[-0.42, -1.28, -1.89], [-0.37, 0.74, -0.48], [0.76, -1.37, -3.53], [1.04, -2.00, -0.09], [-1.37, 3.07, 3.43], [1.54, -2.88, -0.52], [-0.16, -0.14, 0.56], [-0.14, 1.63, 1.26], [0.78, -0.43, 1.10], [0.64, 0.14, -0.80], [-0.55, -2.44, 0.60], [1.69, 1.39, -0.58], [-1.90, 2.23, 3.19], [0.45, 0.67, 0.54], [-1.00, 0.38, -0.22], [-0.73, -0.17, 0.04], [1.10, 0.67, -1.87], [-0.45, -0.05, -0.14], [-0.17, 0.25, -0.80], [-1.39, -1.36, 0.29], [3.52, 2.79, 2.04], [0.47, 1.52, -0.01], [1.29, -2.14, -0.29], [-0.98, -0.63, 0.75], [-3.67, -0.61, -2.59]],
  "smiles": "C[Si](C)(C)C=C=N.C#CC",
  "orbital_gap_ev": 9.3158,
  "homo_energy_ev": -8.48,
  "de_lowest_kcal_mol": 103.69,
  "e_tot_ev": -17902.8556
}